[1]
Formula: C4H14N3O
Source: the Open Molecules 2025 dataset
Level of theory: ωB97M-V/def2-TZVPD

ORCA input file:
```
! RIJCOSX wB97M-V def2-TZVPD def2/J DEFGRID3
* xyz 1 1
C 0.551 1.886 -0.615
C -0.168 0.749 -1.394
C 0.258 -0.578 -1.016
C -0.746 -1.368 -0.543
N -0.735 -2.416 0.312
N 1.650 -0.889 -0.861
N 0.124 1.907 0.892
H 0.343 2.842 -1.003
H 1.695 1.748 -0.664
H -1.186 0.864 -1.096
H -0.287 0.796 -2.567
H -1.728 -1.009 -0.659
H -1.294 -3.257 0.245
H 0.183 -2.771 0.467
H 2.161 -0.369 -1.540
H 2.094 -1.823 -0.973
H 0.448 2.767 1.300
H -0.867 1.860 0.895
H 0.486 1.176 1.500
H -1.374 -0.695 3.114
H -0.562 -1.096 1.894
O -1.047 -0.324 2.312
*
```

Frontier orbital gap (eV): 7.977
HOMO (eV): -11.01

Atomic partial charges in e from the Löwdin method, atoms 1 to 5: atom 1 (C): -0.082, atom 2 (C): -0.171, atom 3 (C): -0.365, atom 4 (C): -0.195, atom 5 (N): 0.054

---

[2]
Formula: C9H15GaNO2SbSe4
Source: the Open Molecules 2025 dataset
Level of theory: ωB97M-V/def2-TZVPD

ORCA input file:
```
! RIJCOSX wB97M-V def2-TZVPD def2/J DEFGRID3
* xyz 0 1
Ga -0.174 -0.601 -1.920
O 2.360 -0.449 -1.686
C 2.946 -0.137 -0.415
C 3.017 -1.356 0.487
C 1.670 -2.077 0.656
C 0.594 -1.188 1.213
C 0.299 -1.173 2.569
C -0.702 -0.341 3.041
C -1.391 0.461 2.146
C -1.044 0.397 0.812
N -0.069 -0.401 0.355
H 2.919 -1.067 -2.168
H 2.299 0.626 0.015
H 3.939 0.294 -0.553
H 3.392 -1.030 1.461
H 3.739 -2.072 0.084
H 1.811 -2.933 1.314
H 1.332 -2.460 -0.310
H 0.847 -1.821 3.240
H -0.951 -0.329 4.094
H -2.195 1.110 2.463
H -1.584 0.970 0.067
Se -6.278 -0.561 -2.968
Sb -4.863 0.051 -1.190
Se -2.432 -0.738 -2.173
Se -4.433 2.300 -0.534
Se -5.056 -1.361 0.855
C -0.260 2.900 -1.707
O 0.391 1.629 -1.875
H -0.483 3.350 -2.673
H 0.363 3.567 -1.113
H -1.198 2.716 -1.188
H 1.195 1.724 -2.398
*
```

Frontier orbital gap (alpha / beta) (eV): 5.321 / 5.185
HOMO (alpha / beta) (eV): -7.37 / -7.19

Atomic partial charges in e from the Löwdin method, atoms 1 to 5: atom 1 (Ga): 0.370, atom 2 (O): -0.176, atom 3 (C): -0.236, atom 4 (C): -0.160, atom 5 (C): -0.135

---

[3]
Formula: C15H19ClMnN7O11Se
Source: the Open Molecules 2025 dataset
Level of theory: ωB97M-V/def2-TZVPD

ORCA input file:
```
! RIJCOSX wB97M-V def2-TZVPD def2/J DEFGRID3
* xyz -2 5
Mn 1.020 -0.143 -0.622
O 0.246 -1.767 2.859
C 0.080 -1.682 1.647
O 1.026 -1.447 0.807
C -1.295 -1.949 1.083
C -2.122 -2.777 1.795
C -3.386 -3.099 1.297
C -3.830 -2.579 0.100
C -3.015 -1.718 -0.611
C -1.702 -1.340 -0.159
O -0.971 -0.496 -0.762
N -3.594 -1.209 -1.856
O -4.687 -1.655 -2.187
O -2.985 -0.389 -2.509
N -4.252 -3.987 2.044
O -5.356 -4.248 1.582
O -3.846 -4.437 3.107
H -1.783 -3.169 2.742
H -4.808 -2.826 -0.283
C -0.105 2.708 3.458
C 1.359 2.327 3.191
C 2.136 3.552 2.712
C 1.980 1.775 4.472
N 1.508 1.266 2.194
N 0.859 1.490 0.953
H -0.166 3.430 4.273
H -0.687 1.828 3.737
H -0.566 3.169 2.584
H 2.088 4.348 3.459
H 1.736 3.938 1.774
H 3.178 3.283 2.541
H 2.000 2.540 5.250
H 3.000 1.444 4.276
H 1.412 0.920 4.842
H 1.215 0.364 2.557
H 1.358 2.220 0.414
H -0.106 1.810 1.064
N 0.198 0.006 -5.777
C 0.814 -0.864 -4.900
C 0.340 -0.964 -3.574
N 0.982 -1.679 -2.677
C 2.061 -2.369 -3.090
C 2.450 -2.340 -4.406
N 1.842 -1.578 -5.325
H -0.222 0.798 -5.309
H 0.834 0.304 -6.503
H -0.513 -0.390 -3.244
H 2.619 -2.908 -2.337
H 3.305 -2.916 -4.739
Cl 3.234 -0.147 -0.708
O 1.815 3.403 -0.961
Se 1.045 2.794 -2.268
O -0.436 3.426 -2.452
O 0.756 1.125 -1.935
O 1.936 2.804 -3.620
*
```

⟨S²⟩: 6.0488
Frontier orbital gap (alpha / beta) (eV): 7.637 / 7.630
HOMO (alpha / beta) (eV): -3.72 / -3.72

Atomic partial charges in e from the Löwdin method, atoms 1 to 5: atom 1 (Mn): 0.633, atom 2 (O): 0.034, atom 3 (C): -0.586, atom 4 (O): -0.158, atom 5 (C): -0.035

---

[4]
Formula: C2H5NOS
Source: the Open Molecules 2025 dataset
Level of theory: ωB97M-V/def2-TZVPD

ORCA input file:
```
! RIJCOSX wB97M-V def2-TZVPD def2/J DEFGRID3
* xyz 0 1
C -0.025 -0.704 -0.278
C 0.624 0.654 -0.075
H -0.300 -0.880 1.777
H -0.815 -2.124 0.885
H 1.150 0.847 0.750
H 1.383 0.786 -0.881
H -0.926 1.738 -1.409
N -0.533 -1.170 0.844
O 0.073 -1.173 -1.444
S -0.631 2.026 -0.169
*
```

Frontier orbital gap (eV): 9.867
SMILES: NC(=O)CS
HOMO (eV): -9.22

Atomic partial charges in e from the Löwdin method, atoms 1 to 5: atom 1 (C): -0.606, atom 2 (C): -0.452, atom 3 (H): 0.117, atom 4 (H): 0.110, atom 5 (H): 0.009

---

[5]
Formula: C4H10N
Source: the Open Molecules 2025 dataset
Level of theory: ωB97M-V/def2-TZVPD

ORCA input file:
```
! RIJCOSX wB97M-V def2-TZVPD def2/J DEFGRID3
* xyz 1 1
C -0.327 0.430 1.168
N 0.480 -0.811 0.822
C 0.429 -0.996 -0.698
C 0.187 0.417 -1.183
C -0.807 0.997 -0.178
H -1.118 0.149 1.858
H 0.328 1.126 1.687
H 0.107 -1.654 1.257
H 1.448 -0.732 1.128
H -0.417 -1.661 -0.886
H 1.373 -1.404 -1.036
H 1.118 0.979 -1.178
H -0.170 0.454 -2.210
H -1.812 0.619 -0.386
H -0.818 2.087 -0.166
*
```

Frontier orbital gap (eV): 13.130
SMILES: C1CC[NH2+]C1
HOMO (eV): -16.63

Atomic partial charges in e from the Löwdin method, atoms 1 to 5: atom 1 (C): -0.088, atom 2 (N): 0.072, atom 3 (C): -0.086, atom 4 (C): -0.164, atom 5 (C): -0.142

---

[6]
Formula: C5H5BrN2
Source: the Open Molecules 2025 dataset
Level of theory: ωB97M-V/def2-TZVPD

ORCA input file:
```
! RIJCOSX wB97M-V def2-TZVPD def2/J DEFGRID3
* xyz 0 1
C -1.852 2.010 0.030
C -2.084 0.684 0.206
C -0.461 0.077 0.188
C 1.026 -1.852 -0.274
C -0.152 -1.295 0.144
N 0.326 1.113 0.080
N -0.463 2.254 -0.089
Br -3.495 -0.536 -0.052
H -2.608 2.764 0.171
H 1.157 -2.976 -0.379
H 1.734 -1.278 -0.706
H -0.983 -2.074 0.304
H 0.115 3.069 -0.376
*
```

Frontier orbital gap (eV): 9.008
SMILES: C=Cc1n[nH]cc1Br
HOMO (eV): -8.39

Atomic partial charges in e from the Löwdin method, atoms 1 to 5: atom 1 (C): -0.157, atom 2 (C): -0.604, atom 3 (C): -0.279, atom 4 (C): 0.035, atom 5 (C): -0.173

---

[7]
Formula: C13H30N2
Source: the Open Molecules 2025 dataset
Level of theory: ωB97M-V/def2-TZVPD

ORCA input file:
```
! RIJCOSX wB97M-V def2-TZVPD def2/J DEFGRID3
* xyz 0 1
C -4.119 -0.713 -3.602
C -2.870 -0.171 -4.515
C -1.621 0.280 -3.522
C -1.946 1.811 -3.024
C -0.921 2.352 -1.841
N -1.616 3.595 -1.247
H -4.898 0.128 -3.346
H -4.625 -1.675 -4.042
H -2.434 -1.025 -5.207
H -3.109 0.760 -5.184
H -1.547 -0.509 -2.645
H -0.613 0.313 -4.159
H -1.784 2.543 -3.952
H -3.076 1.973 -2.700
H 0.123 2.673 -2.319
H -0.680 1.540 -1.030
H -2.174 4.056 -2.023
H -2.323 3.265 -0.526
C -1.277 -0.808 1.349
C -0.365 0.323 1.815
C 1.063 0.173 1.286
N 2.087 -0.349 2.320
C 2.413 0.740 3.334
C 1.656 -1.635 3.032
C 2.022 -2.724 2.052
C 3.395 -2.294 1.577
C 3.376 -0.770 1.559
H -0.961 -1.779 1.740
H -2.303 -0.630 1.684
H -1.288 -0.873 0.256
H -0.409 0.414 2.904
H -0.782 1.255 1.414
H 1.442 1.150 0.962
H 1.093 -0.498 0.421
H 1.509 0.983 3.894
H 2.785 1.615 2.791
H 3.186 0.366 4.013
H 2.255 -1.724 3.946
H 0.602 -1.594 3.306
H 1.316 -2.754 1.214
H 2.035 -3.713 2.517
H 3.640 -2.712 0.596
H 4.161 -2.642 2.280
H 3.337 -0.360 0.544
H 4.246 -0.356 2.079
*
```

Frontier orbital gap (eV): 2.170
HOMO (eV): -2.94

Atomic partial charges in e from the Löwdin method, atoms 1 to 5: atom 1 (C): -0.279, atom 2 (C): -0.404, atom 3 (C): -0.302, atom 4 (C): -0.247, atom 5 (C): -0.289

---

[8]
Formula: C4H8NO2P
Source: the Open Molecules 2025 dataset
Level of theory: ωB97M-V/def2-TZVPD

ORCA input file:
```
! RIJCOSX wB97M-V def2-TZVPD def2/J DEFGRID3
* xyz 0 1
C 2.135 0.848 0.568
C -2.841 0.249 -0.233
C -1.335 0.824 -0.098
C -0.533 -0.142 0.696
N -0.404 -1.322 0.078
O -3.794 0.933 -0.376
O -2.870 -1.022 -0.534
P 1.926 0.202 -0.979
H 1.676 1.022 1.547
H -1.384 1.912 0.004
H -1.094 0.645 -1.123
H -0.498 -0.116 1.746
H 0.031 -1.326 -0.833
H -1.900 -1.490 -0.490
H -0.104 -2.019 0.672
H 3.213 0.314 -1.390
*
```

Frontier orbital gap (alpha / beta) (eV): 8.359 / 6.871
HOMO (alpha / beta) (eV): -8.73 / -7.51

Atomic partial charges in e from the Löwdin method, atoms 1 to 5: atom 1 (C): -0.302, atom 2 (C): -0.566, atom 3 (C): -0.082, atom 4 (C): -0.266, atom 5 (N): -0.007